1.
The following is a quantum chemistry calculation of a cluster of 2 separate species, C3H9N2OS in total, from the Open Molecules 2025 dataset.

For the lowest unoccupied orbital energy, the calculation gives 3.813 eV. The calculation puts the HOMO energy at -0.11299 Ha. The value obtained for the energy above the lowest of the compared OMol25 structures with the same formula, charge and spin is 137.8 kJ/mol.

ORCA input file:
```
! wB97M-V def2-TZVPD RIJCOSX def2/J DEFGRID3
* xyz -1 1
C -1.399 -2.319 -0.898
N -1.035 -1.438 -1.865
O -1.547 -2.031 0.294
H -1.438 -3.375 -1.241
H -0.412 -0.597 -1.614
H -1.015 -1.804 -2.816
C 0.510 0.820 1.377
C 1.466 0.709 0.207
S 0.731 1.046 -1.452
N -0.287 2.047 1.488
H 0.993 0.706 2.306
H -0.255 0.037 1.286
H 1.941 -0.311 0.217
H 2.280 1.429 0.352
H -0.729 2.218 0.572
H 0.196 2.863 1.787
*
```

***

2.
The following is a quantum chemistry calculation of the molecule C5H13N, from the Open Molecules 2025 dataset.

For the lowest unoccupied orbital energy, the calculation gives 1.106 eV. The calculation puts the HOMO energy at -0.30487 Ha. The value obtained for the energy above the lowest of the compared OMol25 structures with the same formula, charge and spin is 100.6 kJ/mol.

ORCA input file:
```
! wB97M-V def2-TZVPD RIJCOSX def2/J DEFGRID3
* xyz 0 1
C 2.112 -0.173 -0.656
C 1.438 -0.730 0.601
C -0.079 -0.861 0.481
N -0.716 0.252 -0.222
C -0.759 1.465 0.562
C -2.022 -0.076 -0.764
H 1.525 0.628 -1.104
H 2.163 -0.938 -1.431
H 3.118 0.193 -0.462
H 1.989 -1.597 0.953
H 1.539 0.040 1.376
H -0.478 -1.781 0.075
H -0.520 -0.883 1.501
H -1.169 2.284 -0.029
H -1.333 1.354 1.481
H 0.239 1.777 0.859
H -2.816 0.558 -0.370
H -2.370 -1.076 -0.492
H -2.031 -0.057 -1.858
*
```

***

Q: Among the records above, which one has the highest lowest unoccupied orbital energy?
A: C3H9N2OS